# C6H9NO

A 3-piece molecular cluster, C6H9NO overall (ωB97M-V with the def2-TZVPD basis set, the Open Molecules 2025 dataset).

Calculated total energy (Eh): -363.86650
E_HOMO (hartree): -0.351
Energy above the lowest of the compared OMol25 structures with the same formula, charge and spin (kcal per mole): 99.0
Multiplicity: 1
Molecular weight (g/mol): 111.144

Positions of all 17 atoms, in Å:
1 C -1.385 -0.883 0.031
2 C -0.890 -1.257 -1.325
3 C -2.084 0.230 0.294
4 C 2.264 0.044 0.493
5 C 1.527 -0.811 0.918
6 O 3.235 0.743 -0.018
7 C 0.607 2.037 0.619
8 N 1.404 2.817 0.351
9 H 3.014 1.691 0.015
10 H -1.330 -1.650 0.790
11 H 1.096 -1.675 1.333
12 H -0.963 -0.407 -2.015
13 H -1.466 -2.092 -1.718
14 H 0.151 -1.572 -1.269
15 H -2.547 0.405 1.253
16 H -2.338 0.924 -0.493
17 H -0.294 1.454 0.740

These are the Löwdin partial charges, in e, on atoms 1 to 5: number 1, C, carries -0.264; number 2, C, carries -0.106; number 3, C, carries -0.053; number 4, C, carries -0.317; number 5, C, carries 0.086


# C6H9NO

C6H9NO as an isolated structure (ωB97M-V with the def2-TZVPD basis set, the Open Molecules 2025 dataset).

Calculated total energy (Eh): -363.81510
E_HOMO (hartree): -0.324
Energy above the lowest of the compared OMol25 structures with the same formula, charge and spin (kcal per mole): 131.2
Multiplicity: 1
Molecular weight (g/mol): 111.144

Positions of all 17 atoms, in Å:
1 C -0.618 0.315 -0.613
2 C 0.916 0.785 -0.644
3 C 0.632 1.197 0.779
4 C -0.184 -0.066 0.800
5 C 0.646 -1.246 0.477
6 C 1.415 -0.582 -0.336
7 H -2.193 -0.889 -1.230
8 H -0.725 -1.169 -1.824
9 H -1.526 0.908 -0.312
10 H 1.491 1.366 -1.450
11 H 0.231 2.292 0.816
12 H 1.419 1.138 1.507
13 H -2.024 0.069 1.582
14 H 0.782 -2.161 1.185
15 H 2.141 -0.952 -0.977
16 N -1.317 -0.401 -1.556
17 O -1.086 -0.603 1.796

These are the Löwdin partial charges, in e, on atoms 1 to 5: number 1, C, carries -0.356; number 2, C, carries -0.140; number 3, C, carries -0.080; number 4, C, carries -0.541; number 5, C, carries -0.003


# C6H9NO

C6H9NO as an isolated structure (ωB97M-V with the def2-TZVPD basis set, the Open Molecules 2025 dataset).

Calculated total energy (Eh): -363.63747
E_HOMO (hartree): -0.287
Energy above the lowest of the compared OMol25 structures with the same formula, charge and spin (kcal per mole): 242.7
Multiplicity: 1
Molecular weight (g/mol): 111.144

Positions of all 17 atoms, in Å:
1 C -1.514 -0.087 1.298
2 C -1.871 0.838 0.225
3 N -0.950 1.583 -0.371
4 C 0.372 0.939 -0.421
5 C -1.331 -0.700 0.049
6 C 0.875 -1.700 -0.393
7 C 0.126 -0.540 -0.360
8 H -1.281 0.191 2.314
9 H -2.894 1.085 -0.050
10 H 1.118 1.179 0.347
11 H -2.048 -1.217 -0.567
12 H 1.920 -1.599 -0.724
13 H 1.086 -0.955 0.604
14 H 0.853 1.274 -1.332
15 H 3.580 0.323 0.306
16 H 0.489 -2.640 -0.025
17 O 2.838 -0.131 -0.103

These are the Löwdin partial charges, in e, on atoms 1 to 5: number 1, C, carries 0.029; number 2, C, carries -0.319; number 3, N, carries 0.154; number 4, C, carries -0.157; number 5, C, carries -0.116


# C6H9NO

One molecule with the formula C6H9NO (ωB97M-V with the def2-TZVPD basis set, the Open Molecules 2025 dataset).

Calculated total energy (Eh): -363.90305
E_HOMO (hartree): -0.332
Energy above the lowest of the compared OMol25 structures with the same formula, charge and spin (kcal per mole): 76.1
Multiplicity: 1
Molecular weight (g/mol): 111.144

Positions of all 17 atoms, in Å:
1 C 1.625 -0.200 -0.332
2 C 0.124 -0.934 1.330
3 C -0.736 -0.286 0.200
4 C 0.484 0.635 0.008
5 C -1.196 -1.165 -1.024
6 C 0.441 2.099 -0.112
7 N 1.415 -0.172 1.071
8 O 2.387 -0.479 -1.209
9 H -0.209 -0.589 2.299
10 H 0.202 -2.099 1.516
11 H -1.535 0.289 0.577
12 H -0.431 -1.861 -1.543
13 H -1.624 -0.541 -1.739
14 H -2.051 -1.923 -0.639
15 H -0.660 2.313 -0.242
16 H 0.968 2.448 -0.972
17 H 0.797 2.465 0.812

These are the Löwdin partial charges, in e, on atoms 1 to 5: number 1, C, carries -0.413; number 2, C, carries -0.128; number 3, C, carries -0.252; number 4, C, carries -0.312; number 5, C, carries -0.048


# C6H9NO

One molecule with the formula C6H9NO (ωB97M-V with the def2-TZVPD basis set, the Open Molecules 2025 dataset).

Calculated total energy (Eh): -363.86467
E_HOMO (hartree): -0.320
Energy above the lowest of the compared OMol25 structures with the same formula, charge and spin (kcal per mole): 100.1
Multiplicity: 1
Molecular weight (g/mol): 111.144

Positions of all 17 atoms, in Å:
1 C 1.287 -0.730 0.553
2 C 0.601 1.520 0.502
3 C -0.830 0.883 -0.166
4 C -0.193 -1.258 0.161
5 C -0.669 -1.103 -1.279
6 C -0.825 0.161 -1.443
7 H 1.915 -0.315 -0.462
8 H 1.829 -1.501 1.238
9 H 1.292 1.375 -0.357
10 H 0.401 2.442 0.985
11 H -1.581 1.660 -0.046
12 H -0.820 0.176 1.677
13 H -0.499 -2.115 0.819
14 H -0.657 -1.972 -2.027
15 H -1.120 0.592 -2.363
16 N -1.139 -0.251 0.710
17 O 1.006 0.436 1.497

These are the Löwdin partial charges, in e, on atoms 1 to 5: number 1, C, carries -0.094; number 2, C, carries -0.049; number 3, C, carries -0.275; number 4, C, carries -0.277; number 5, C, carries -0.050


# C6H9NO

C6H9NO as an isolated structure (ωB97M-V with the def2-TZVPD basis set, the Open Molecules 2025 dataset).

Calculated total energy (Eh): -363.71352
E_HOMO (hartree): -0.319
Energy above the lowest of the compared OMol25 structures with the same formula, charge and spin (kcal per mole): 195.0
Multiplicity: 1
Molecular weight (g/mol): 111.144

Positions of all 17 atoms, in Å:
1 C -1.252 1.215 1.586
2 C 0.126 1.191 1.030
3 C 1.199 -0.029 0.854
4 C -0.223 0.248 -1.337
5 C 0.065 -0.884 -2.058
6 C 1.013 -2.076 -1.665
7 H -1.653 2.422 1.264
8 H -1.311 0.863 2.781
9 H -2.211 0.649 0.788
10 H 0.630 1.983 1.377
11 H 0.708 -1.085 1.138
12 H 2.243 0.331 1.277
13 H -1.366 0.725 -1.490
14 H -0.914 -1.168 -2.707
15 H 1.713 -1.672 -0.996
16 N 0.482 0.792 -0.240
17 O 0.750 -3.504 -1.603

These are the Löwdin partial charges, in e, on atoms 1 to 5: number 1, C, carries -0.108; number 2, C, carries -0.434; number 3, C, carries -0.013; number 4, C, carries -0.140; number 5, C, carries -0.097